[1]
{"formula": "C37H47Br48FN5O2", "method": "ωB97M-V/def2-TZVPD", "homo_ev": -11.2, "orbital_gap_ev": 8.08, "lumo_ha": -0.11330, "multiplicity": 1, "charge": 1, "elements": ["Br", "Br", "Br", "Br", "Br", "Br", "Br", "Br", "Br", "Br", "Br", "Br", "Br", "Br", "Br", "Br", "Br", "Br", "Br", "Br", "Br", "Br", "Br", "Br", "Br", "Br", "Br", "Br", "Br", "Br", "Br", "Br", "Br", "Br", "Br", "Br", "Br", "Br", "Br", "Br", "Br", "Br", "Br", "Br", "Br", "Br", "Br", "Br", "F", "O", "O", "N", "N", "N", "N", "N", "C", "C", "C", "C", "C", "C", "C", "C", "C", "C", "C", "C", "C", "C", "C", "C", "C", "C", "C", "C", "C", "C", "C", "C", "C", "C", "C", "C", "C", "C", "C", "C", "C", "C", "C", "C", "C", "H", "H", "H", "H", "H", "H", "H", "H", "H", "H", "H", "H", "H", "H", "H", "H", "H", "H", "H", "H", "H", "H", "H", "H", "H", "H", "H", "H", "H", "H", "H", "H", "H", "H", "H", "H", "H", "H", "H", "H", "H", "H", "H", "H", "H", "H", "H"], "positions_angstrom": [[2.050, 1.358, 6.482], [4.588, 1.708, -0.308], [-1.753, 8.444, 6.808], [13.180, -3.642, -2.638], [6.589, 2.772, 1.970], [-0.896, -9.129, 2.598], [10.149, -2.668, -3.072], [-6.011, -4.542, 2.644], [-6.764, 1.051, -6.007], [4.048, 1.644, -4.835], [-3.639, -2.908, 1.217], [-2.916, 2.910, 3.626], [10.883, 3.231, 1.290], [10.922, -4.410, -0.485], [12.223, 0.136, 4.535], [1.712, -0.046, -9.190], [-2.953, -5.108, 3.452], [2.394, -6.496, 12.552], [3.620, 1.483, 3.682], [-3.957, 6.873, 8.541], [-1.586, -6.928, 0.360], [-3.956, -8.566, 1.793], [4.719, -1.052, -8.669], [0.900, -5.881, 7.999], [-12.032, 0.453, -5.458], [8.614, 2.018, -0.632], [-5.472, 2.995, 1.681], [2.396, -1.776, -6.569], [0.278, -8.758, 11.698], [-0.900, 2.825, -7.545], [12.805, 3.200, 5.308], [-9.693, 1.561, -3.555], [9.819, 2.267, 4.580], [4.701, 4.742, -4.281], [-5.867, -1.384, -7.903], [-1.336, 2.043, -4.460], [3.315, -8.927, 10.664], [0.523, -4.718, 5.027], [11.396, 0.458, -0.249], [-1.431, -7.029, 6.109], [7.098, 2.626, -4.603], [-5.399, 4.826, 4.324], [-8.905, -1.181, -6.875], [-1.798, 5.231, 6.818], [-10.046, 2.744, -6.525], [3.764, 4.232, 1.504], [1.153, 3.880, -5.305], [5.079, 2.427, 6.383], [-4.593, -2.070, -1.794], [-0.044, -3.639, -1.085], [-1.499, 3.578, 0.818], [-7.528, 1.261, 0.594], [0.111, 2.342, -0.424], [-3.150, -0.115, -0.057], [0.034, -1.319, -1.758], [-1.010, -0.831, 0.657], [-6.700, 1.778, -0.453], [-5.227, 1.410, -0.781], [-4.170, -4.585, 2.036], [11.529, -3.097, -1.777], [-10.942, 1.984, -4.980], [-6.868, 0.323, 1.453], [1.148, -0.046, 1.901], [5.294, 3.102, -5.132], [3.054, -0.480, -7.857], [10.518, 2.187, -0.303], [1.395, -0.793, -1.432], [0.973, 2.763, -1.609], [-2.318, -0.358, 1.095], [1.857, -7.757, 11.179], [0.097, -1.218, 1.577], [-3.885, -1.688, -3.001], [11.520, 1.748, 5.355], [-1.524, 4.112, -1.609], [0.511, 1.432, 2.002], [-4.356, 3.998, 2.912], [-4.542, 0.345, 0.148], [-0.970, 3.344, -0.308], [1.023, 2.380, 0.765], [-5.411, -0.212, 1.348], [-0.994, -0.904, -0.797], [-2.855, 6.853, 6.944], [5.224, 3.254, 0.682], [0.027, -2.780, -2.012], [-0.679, 3.382, -5.702], [3.773, 1.227, 5.599], [0.093, -3.225, -3.574], [-4.921, -1.384, -4.197], [-0.359, -5.482, 6.578], [-7.313, -0.199, -7.386], [-2.973, -0.351, -2.776], [-2.114, -8.606, 1.182], [-2.405, -0.434, -1.271], [-3.244, -2.599, -3.307], [2.101, 2.033, 0.550], [-7.572, 0.391, -8.265], [1.991, -1.597, -0.847], [1.995, 2.224, -1.598], [1.584, -0.286, 2.949], [1.147, -3.601, -3.862], [-0.741, -3.952, -3.854], [-3.531, 6.859, 6.090], [-2.126, -0.420, -3.560], [4.136, 0.213, 5.758], [-4.946, -0.971, 2.078], [-2.406, 4.779, -1.281], [-1.898, 3.293, -2.337], [1.108, 3.477, 1.123], [0.969, 1.926, 2.947], [-2.631, -0.229, 2.196], [2.029, -0.549, -2.373], [-0.745, 4.804, -2.092], [10.940, 2.732, -1.146], [-5.813, -0.822, -3.755], [11.743, -2.183, -1.226], [-7.192, 2.550, -1.161], [1.589, -7.175, 10.299], [-2.052, -9.372, 0.410], [5.315, 3.290, -6.205], [-0.073, -2.275, -4.218], [-1.042, -4.725, 6.961], [5.690, 3.925, -0.039], [-4.107, -5.351, 1.263], [2.071, -0.035, 1.202], [-4.628, 1.865, -1.646], [3.265, 0.436, -7.307], [-7.493, -0.091, 2.332], [-4.358, -0.702, -4.947], [-1.289, 4.274, -5.563], [-3.663, 0.542, -2.944], [-5.232, -2.311, -4.794], [-11.616, 2.747, -4.595], [-0.620, 1.466, 2.151], [11.336, 1.518, 6.404], [1.397, 0.153, -0.794], [0.487, 2.484, -2.610], [-3.895, 4.804, 2.342], [1.207, 3.890, -1.584], [0.664, -2.122, 1.154], [-0.403, -1.527, 2.574]], "lowdin_charge": [0.574, 0.599, 0.562, 0.568, 0.524, 0.566, 0.543, 0.595, 0.534, 0.544, 0.762, 0.580, 0.556, 0.559, 0.562, 0.560, 0.518, 0.559, 0.608, 0.563, 0.567, 0.572, 0.579, 0.617, 0.555, 0.527, 0.810, 0.533, 0.560, 0.592, 0.566, 0.526, 0.511, 0.557, 0.575, 0.681, 0.559, 0.536, 0.603, 0.551, 0.580, 0.590, 0.563, 0.530, 0.545, 0.629, 0.565, 0.587, -0.097, 0.048, -0.035, -0.011, -0.102, -0.011, -0.062, 0.006, -0.233, -0.046, -1.563, -1.631, -1.587, -0.145, -0.198, -1.582, -1.628, -1.574, -0.051, -0.121, -0.079, -1.634, -0.111, -0.288, -1.604, -0.031, -0.162, -1.535, -0.162, -0.377, -0.235, -0.039, -0.077, -1.625, -1.541, -0.341, -1.552, -1.573, -0.006, -0.089, -1.595, -1.574, -0.105, -1.584, -0.010, 0.147, 0.011, -0.022, 0.114, 0.049, 0.077, 0.094, 0.093, -0.060, 0.076, -0.022, 0.033, 0.100, 0.000, 0.089, 0.073, 0.159, 0.111, 0.088, -0.023, 0.074, -0.104, 0.117, -0.124, -0.025, -0.018, 0.070, -0.021, -0.020, -0.067, 0.087, 0.102, -0.098, 0.126, 0.067, -0.018, 0.086, 0.082, -0.025, 0.062, -0.027, 0.061, 0.004, -0.022, 0.108, 0.136, 0.146]}

=====

[2]
{"formula": "C37H47BrF4N3O4", "method": "ωB97M-V/def2-TZVPD", "homo_ev": -4.6, "orbital_gap_ev": 6.65, "lumo_ha": 0.07453, "multiplicity": 1, "charge": -1, "elements": ["Br", "F", "F", "F", "F", "O", "O", "O", "O", "N", "N", "N", "C", "C", "C", "C", "C", "C", "C", "C", "C", "C", "C", "C", "C", "C", "C", "C", "C", "C", "C", "C", "C", "C", "C", "C", "C", "C", "C", "C", "C", "C", "C", "C", "C", "C", "C", "C", "C", "H", "H", "H", "H", "H", "H", "H", "H", "H", "H", "H", "H", "H", "H", "H", "H", "H", "H", "H", "H", "H", "H", "H", "H", "H", "H", "H", "H", "H", "H", "H", "H", "H", "H", "H", "H", "H", "H", "H", "H", "H", "H", "H", "H", "H", "H", "H"], "positions_angstrom": [[-2.575, -0.908, 3.613], [3.952, -2.692, -1.390], [-6.658, 6.297, 0.404], [0.429, 0.190, -8.164], [3.328, -3.803, 3.994], [4.108, 0.141, 0.581], [-1.391, 1.378, -2.237], [-0.841, 0.220, 1.250], [-2.289, 3.250, -1.436], [1.778, -0.417, 2.559], [-1.742, 0.086, 0.171], [-5.379, 4.233, 2.812], [3.984, -0.943, 1.511], [0.409, 0.648, 0.730], [7.785, -4.111, -1.574], [5.412, -4.515, -1.641], [1.948, -5.396, 2.964], [-0.695, 1.846, -5.146], [1.404, 2.787, -5.847], [1.328, 0.816, 1.924], [-4.238, 3.307, 2.744], [-1.967, 2.062, -1.387], [1.305, -6.623, 3.025], [2.539, -1.353, 1.758], [-2.602, 2.275, 1.086], [-5.656, 5.925, -3.557], [1.441, 1.925, -6.938], [-6.910, 6.398, -3.196], [5.210, -3.162, -1.457], [-4.028, 2.794, 1.325], [-2.519, -1.135, 0.240], [2.840, -5.770, 5.182], [1.422, -7.423, 4.153], [-4.730, 5.591, -2.576], [4.729, -0.560, 2.780], [0.399, 1.038, -7.102], [-2.481, 1.319, -0.109], [7.550, -2.755, -1.385], [-7.253, 6.531, -1.858], [0.343, 2.747, -4.954], [6.253, -2.268, -1.325], [-5.055, 5.735, -1.236], [-2.551, -2.461, 2.450], [2.188, -6.994, 5.228], [2.704, -4.996, 4.048], [-1.905, -2.245, 1.094], [6.715, -4.986, -1.701], [-6.315, 6.191, -0.904], [-0.670, 0.979, -6.230], [0.916, -8.378, 4.195], [2.214, 3.488, -5.696], [-2.067, -3.257, 3.010], [8.799, -4.484, -1.621], [-1.498, 1.803, -4.421], [2.182, 1.434, 1.649], [-3.548, -0.955, 0.594], [4.758, 0.523, 2.894], [8.381, -2.070, -1.279], [-5.400, 5.807, -4.601], [4.477, -1.816, 1.059], [2.261, 1.932, -7.644], [-8.230, 6.880, -1.552], [-5.482, 4.568, 3.765], [0.317, 3.405, -4.097], [2.581, -2.289, 2.313], [0.309, 1.593, 0.186], [-2.616, -1.502, -0.786], [0.708, -6.953, 2.185], [-1.999, 3.146, 0.831], [0.766, 1.376, 2.676], [4.562, -5.177, -1.734], [-2.077, -3.191, 0.568], [1.868, -4.753, 2.097], [-1.463, 0.263, -6.400], [-3.492, 1.002, -0.391], [-7.633, 6.656, -3.959], [-3.299, 3.766, 3.089], [4.248, -0.991, 3.656], [0.997, -0.876, 3.002], [3.442, -5.414, 6.006], [2.080, -1.590, 0.783], [-0.828, -2.121, 1.180], [2.279, -7.613, 6.110], [-3.758, 5.195, -2.841], [-2.233, 1.815, 2.001], [-4.347, 5.480, -0.464], [-4.237, 3.597, 0.629], [-4.745, 1.990, 1.138], [-3.598, -2.729, 2.321], [-5.158, 5.057, 2.263], [0.766, -0.091, 0.006], [6.894, -6.043, -1.849], [5.762, -0.913, 2.749], [3.467, 0.002, -0.126], [-4.420, 2.456, 3.406], [6.041, -1.217, -1.171]], "lowdin_charge": [0.653, 0.061, 0.038, 0.025, 0.055, -0.055, -0.035, -0.218, -0.039, -0.033, -0.115, -0.014, -0.423, -0.176, -0.104, -0.017, -0.012, -0.065, -0.097, -0.183, -0.303, -0.708, -0.083, -0.203, -0.150, -0.098, -0.044, -0.102, -0.290, -0.194, -0.181, -0.017, -0.101, -0.060, -0.041, -0.298, -0.206, -0.081, -0.034, -0.081, -0.012, -0.007, -0.603, -0.089, -0.282, -0.257, -0.091, -0.280, -0.016, 0.098, 0.096, 0.047, 0.097, 0.086, 0.111, 0.112, 0.081, 0.104, 0.097, 0.115, 0.106, 0.109, 0.051, 0.106, 0.095, 0.130, 0.121, 0.104, 0.110, 0.123, 0.116, 0.109, 0.114, 0.112, 0.138, 0.096, 0.106, 0.070, 0.097, 0.117, 0.111, 0.098, 0.102, 0.104, 0.085, 0.106, 0.081, 0.111, 0.052, 0.045, 0.117, 0.101, 0.072, 0.085, 0.102, 0.118]}

=====

> What is the formula in the second record?

C37H47BrF4N3O4